Model 1:
This record from the OMol25 dataset describes a cluster of 2 separate species, C7H11N3O3 in total. The level of theory is ωB97M-V with the def2-TZVPD basis set.

Results
Net charge: 0
SMILES: O=c1cc[nH]c(=O)[nH]1.CNC(C)=O
HOMO level: -9.257 eV

CARTESIAN COORDINATES (ANGSTROEM)
O 1.6627 -3.2413 -1.6343
O 0.4738 0.9416 -1.4026
O -2.9233 1.0907 1.6734
N 1.1887 -2.1654 0.4098
N -1.2912 1.0922 0.0901
N -1.7525 3.0188 1.2545
C -0.1541 1.6145 -0.6200
C 1.9332 -3.3257 1.0274
C 1.0963 -2.3903 -0.9739
C 0.0771 -1.4325 -1.6135
C -2.0449 1.6800 1.0548
C -0.0065 3.0663 -0.4095
C -0.7982 3.6879 0.5106
H 0.5553 -0.5835 -2.2776
H -0.6994 4.7492 0.7939
H -0.4081 -0.8583 -0.7767
H 0.4564 -1.5332 0.8262
H 1.2900 -4.0679 1.5180
H 0.7542 3.6035 -0.9740
H 2.4706 -3.8772 0.2080
H -0.6963 -1.8415 -2.4877
H -1.3866 0.0921 0.0593
H -2.3222 3.5340 1.8779
H 2.5250 -2.8537 1.8659

natural (NBO) population analysis, charges in e, atoms 1 to 5: -0.62, -0.58, -0.61, -0.66, -0.65


Model 2:
This record from the OMol25 dataset describes a cluster of 2 separate species, C7H11N3O3 in total. The level of theory is ωB97M-V with the def2-TZVPD basis set.

Results
Net charge: 0
SMILES: O=c1cc[nH]c(=O)[nH]1.CNC(C)=O
HOMO level: -8.836 eV

CARTESIAN COORDINATES (ANGSTROEM)
O -1.4921 0.1970 -0.9887
O 0.2048 1.6974 3.3519
O 1.3413 0.8108 -0.9811
N 0.8770 1.1661 1.2128
N 0.0245 -0.4570 -2.5520
N -0.2546 -0.3594 2.5043
C 0.2775 0.9290 2.4212
C 0.1925 -0.9233 0.2598
C -0.3816 -1.2182 1.4335
C -0.8507 -0.6882 -1.5084
C 0.3607 0.8833 -2.9786
C 0.8652 0.3795 0.0719
C -1.0344 -2.1671 -1.2385
H 1.2278 2.0891 1.0102
H -1.9766 -2.5400 -1.7550
H -1.2040 -2.3836 -0.1592
H -0.8906 -2.1388 1.6305
H 0.2517 -1.6367 -0.5504
H -0.1336 -2.7289 -1.6050
H 0.6272 -1.2368 -2.8040
H -0.8531 -0.4457 3.3680
H 0.0083 1.1471 -3.9736
H -0.0491 1.5674 -2.2296
H 1.4560 1.0472 -2.9088

natural (NBO) population analysis, charges in e, atoms 1 to 5: -0.64, -0.61, -0.63, -0.63, -0.61


Energetically preferred structure: model 1 | next structure: +39.5 kcal/mol